# 1
C5H37N2O13 | the ωB97M-V functional and the def2-TZVPD basis

Calculated values
Electronic energy: -35376.1681 eV
E_HOMO: -12.16 eV
Energy above the lowest of the compared OMol25 structures with the same formula, charge and spin: 493.3 kJ/mol
LUMO: -2.6 eV
Net charge: +1
Frontier orbital gap: 9.58 eV

Each line ends with the natural charge from an NBO analysis.
Positions of all 57 atoms, in Å:
N  -2.3070  -1.2808  -0.5649  -0.743
C  -0.7993  -1.0688  -0.4587  -0.340
C  -0.4972  0.0658  -1.3584  0.647
N  0.5676  0.9076  -1.2507  -0.634
C  1.9205  2.3184  0.1225  -0.632
C  1.6843  0.8481  -0.2292  -0.063
C  2.9852  0.1445  -0.7819  -0.635
O  -1.2319  0.0604  -2.3516  -0.672
H  -2.7160  -0.3660  -0.1955  0.460
H  -2.7001  -1.5947  -1.4667  0.436
H  -2.7180  -1.9886  0.1206  0.455
H  -0.2780  -1.8625  -0.9389  0.274
H  -0.5773  -0.8614  0.6295  0.220
H  0.5573  1.5728  -2.0289  0.442
H  1.0939  2.6439  0.9795  0.208
H  1.7005  3.1467  -0.6299  0.225
H  2.8727  2.4819  0.7112  0.229
H  1.4135  0.3120  0.6858  0.228
H  2.7698  -0.7660  -1.3577  0.202
H  3.3868  -0.2669  0.1711  0.230
H  3.5729  0.7691  -1.4730  0.237
H  -0.7281  4.9422  -1.7928  0.471
H  -0.6658  3.5455  -2.1026  0.467
O  -0.7007  4.3818  -2.5187  -0.931
H  0.3367  3.2982  -3.8907  0.513
H  0.1988  1.9387  -4.5058  0.492
O  0.6292  2.3709  -3.7015  -0.981
H  -2.3151  -1.5626  4.1076  0.489
H  -0.8994  -1.9544  3.5097  0.527
O  -1.7233  -1.4098  3.3680  -1.001
H  -0.5064  -4.2189  2.9824  0.495
H  0.6842  -3.2851  2.6179  0.513
O  -0.0468  -3.3457  3.2248  -0.983
H  -0.8341  3.0325  1.6599  0.480
H  -0.8959  1.7240  2.3807  0.502
O  -1.0142  2.1311  1.5232  -0.970
H  0.8368  -3.4574  -2.2913  0.489
H  1.4317  -2.2226  -2.7877  0.459
O  1.0590  -2.5812  -2.1028  -0.926
H  1.3981  -2.6871  0.3226  0.494
H  2.4433  -3.5336  0.9540  0.475
O  1.6048  -3.3343  1.1296  -0.948
H  -2.4447  -1.9455  2.0980  0.497
H  -3.6563  -2.8898  1.9853  0.500
O  -2.9186  -2.4354  1.4760  -0.964
H  -0.3420  1.9255  4.5692  0.499
H  -0.5005  0.4689  4.1867  0.509
O  0.0243  1.2886  3.9338  -0.964
H  -2.4238  1.5219  0.4772  0.512
H  -3.5528  1.6968  -0.4995  0.484
O  -3.2773  1.1269  0.1380  -0.950
H  3.0155  1.1900  3.1585  0.468
H  1.5678  0.8119  3.5421  0.488
O  2.3567  0.5797  3.0506  -0.977
H  1.8985  0.5501  -4.3352  0.485
H  1.7779  -0.9056  -3.7597  0.429
O  2.2654  -0.3878  -4.5256  -0.913

=====

# 2
C35H23F6N6O11Zr | the ωB97M-V functional and the def2-TZVPD basis

Calculated values
Electronic energy: -85716.8304 eV
E_HOMO: -5.35 eV
Energy above the lowest of the compared OMol25 structures with the same formula, charge and spin: 0.0 kJ/mol
LUMO: 1.2 eV
Net charge: -1
Frontier orbital gap: 6.57 eV

Each line ends with the natural charge from an NBO analysis.
Positions of all 82 atoms, in Å:
Zr  0.1041  0.1635  0.0762  2.408
C  2.8385  1.6765  1.5354  -0.418
N  1.4511  2.0566  1.2316  -0.485
C  1.4799  3.3179  0.4844  -0.415
C  0.6913  2.2393  2.4855  -0.226
C  -0.8048  2.1865  2.2487  -0.226
N  -1.1338  0.8609  1.7358  -0.803
C  -2.2354  0.1976  2.1522  0.193
C  -2.3241  -1.1732  1.8617  0.243
F  -1.2742  -1.7077  1.1933  -0.295
C  -3.3582  -1.9873  2.2272  0.367
F  -3.3147  -3.2852  1.8929  -0.311
C  -4.4297  -1.4927  2.9440  -0.407
C  -4.3802  -0.1504  3.2531  0.357
F  -5.4013  0.3997  3.9343  -0.318
C  -3.3385  0.6747  2.8815  0.228
F  -3.4440  1.9843  3.1976  -0.322
H  3.3513  2.4910  2.0621  0.174
H  3.3673  1.4708  0.6052  0.233
H  2.8575  0.7913  2.1607  0.213
H  1.8557  4.1259  1.1217  0.175
H  0.4841  3.5737  0.1283  0.228
H  2.1436  3.2235  -0.3715  0.211
H  0.9698  3.1871  2.9654  0.175
H  0.9413  1.4235  3.1591  0.229
H  -1.1216  2.9670  1.5508  0.196
H  -1.2769  2.3852  3.2049  0.212
H  -5.2612  -2.1172  3.2380  0.239
O  -2.1203  1.7954  -2.6821  -0.597
C  -1.1023  1.9165  -2.0443  0.810
O  -0.9686  1.7234  -0.7477  -0.867
C  0.1636  2.3744  -2.7246  -0.245
C  0.0790  3.3228  -3.7035  -0.119
C  1.2382  3.7821  -4.3280  0.002
C  2.4658  3.2826  -3.9806  -0.146
C  2.5661  2.3244  -2.9864  -0.118
C  1.4167  1.8378  -2.2964  0.512
O  1.4698  0.9441  -1.3717  -0.787
N  3.9290  1.8694  -2.6807  0.538
O  4.1262  1.2339  -1.6618  -0.383
O  4.8337  2.2601  -3.4056  -0.406
N  1.1585  4.8249  -5.3482  0.525
O  0.0808  5.3651  -5.5270  -0.391
O  2.1974  5.1949  -5.8706  -0.400
H  -0.8886  3.7035  -4.0018  0.261
H  3.3585  3.6307  -4.4739  0.275
F  -4.7412  -1.5449  -2.0336  -0.330
C  -3.4048  -1.7286  -2.0677  0.425
C  -2.5851  -0.8883  -1.3545  -0.290
C  -1.2011  -1.0632  -1.3707  -0.423
C  -0.6763  -2.1038  -2.1550  -0.143
C  -1.5491  -2.9279  -2.8551  0.415
F  -1.0813  -3.9707  -3.5880  -0.342
C  -2.9157  -2.7682  -2.8307  -0.374
C  0.7942  -2.2680  -2.1574  0.220
C  1.5268  -2.9943  -3.0958  -0.248
C  2.9049  -3.0502  -2.9850  -0.171
C  3.5377  -2.3697  -1.9568  -0.210
C  2.7452  -1.6468  -1.0903  0.068
N  1.4184  -1.6072  -1.1730  -0.494
H  -3.0415  -0.0736  -0.8054  0.242
H  -3.5677  -3.4328  -3.3812  0.234
H  1.0259  -3.4973  -3.9068  0.234
H  3.4821  -3.6129  -3.7091  0.213
H  4.6120  -2.3798  -1.8269  0.223
H  3.1902  -1.0419  -0.3109  0.214
O  0.3797  -0.9948  3.4696  -0.618
C  1.1813  -1.3687  2.6400  0.798
O  1.3087  -0.9383  1.4064  -0.868
C  2.1805  -2.4214  3.0567  -0.158
C  2.0528  -3.0105  4.3079  -0.131
C  2.9693  -3.9605  4.7361  -0.226
C  4.0287  -4.3253  3.9206  -0.176
C  4.1378  -3.7283  2.6781  -0.014
C  3.2299  -2.7882  2.2300  -0.107
N  5.2654  -4.1066  1.7971  0.536
O  5.3451  -3.5669  0.7114  -0.378
O  6.0597  -4.9325  2.2089  -0.390
H  1.2216  -2.7044  4.9300  0.244
H  2.8610  -4.4186  5.7114  0.217
H  4.7625  -5.0555  4.2287  0.242
H  3.3334  -2.3543  1.2499  0.249

=====

# 3
C19H24N4O4 | the ωB97M-V functional and the def2-TZVPD basis

Calculated values
Electronic energy: -34243.4828 eV
E_HOMO: -7.91 eV
Energy above the lowest of the compared OMol25 structures with the same formula, charge and spin: 236.4 kJ/mol
LUMO: 0.1 eV
SMILES: COCCCn1c(N)c(C(=O)O[C@@H](C)COC)c2nc3ccccc3nc21
Frontier orbital gap: 8.03 eV

Each line ends with the natural charge from an NBO analysis.
Positions of all 51 atoms, in Å:
C  -5.4719  -0.4815  0.1159  -0.272
H  -4.5239  0.0664  0.0956  0.196
O  -5.2945  -1.8287  0.5040  -0.540
C  -4.6769  -2.6424  -0.4588  -0.057
C  -3.2240  -2.2556  -0.7644  -0.443
H  -2.7950  -2.9929  -1.4449  0.209
H  -3.2040  -1.2840  -1.2604  0.220
C  -2.4090  -2.1518  0.5279  -0.226
N  -1.1915  -1.4074  0.3272  -0.381
C  0.0722  -1.8805  0.1165  0.504
N  0.4068  -3.1767  0.1325  -0.788
H  -0.2803  -3.9049  0.0608  0.397
H  1.3808  -3.3462  -0.1070  0.453
C  0.9734  -0.8225  -0.0619  -0.392
C  0.2105  0.3793  0.0247  0.251
N  0.5243  1.6461  -0.0817  -0.401
C  -0.5073  2.5133  0.0404  0.085
C  -0.2452  3.8938  -0.0647  -0.186
C  -1.2615  4.8020  0.0441  -0.218
C  -2.5812  4.3764  0.2617  -0.213
C  -2.8739  3.0442  0.3691  -0.224
C  -1.8510  2.0857  0.2631  0.171
N  -2.1691  0.7669  0.3699  -0.452
C  -1.1522  -0.0366  0.2590  0.335
H  -3.8820  2.6968  0.5384  0.217
H  -3.3680  5.1116  0.3448  0.213
H  -1.0547  5.8591  -0.0367  0.214
H  0.7762  4.1981  -0.2321  0.223
C  2.3729  -1.0418  -0.3309  0.800
O  2.8625  -2.1631  -0.4198  -0.684
O  3.0653  0.0859  -0.4676  -0.492
C  4.4618  0.0136  -0.7691  0.042
C  4.6874  0.7150  -2.1037  -0.619
H  4.3909  1.7575  -2.0229  0.214
H  5.7347  0.6549  -2.3848  0.214
H  4.0859  0.2422  -2.8765  0.218
C  5.2500  0.6889  0.3721  -0.078
O  5.8039  -0.2015  1.3058  -0.531
C  4.8610  -0.8828  2.1009  -0.261
H  5.4305  -1.3991  2.8717  0.191
H  4.2937  -1.6198  1.5240  0.180
H  4.1606  -0.1810  2.5698  0.164
H  4.5795  1.4073  0.8675  0.178
H  6.1059  1.2253  -0.0424  0.191
H  4.7541  -1.0421  -0.8385  0.221
H  -3.0056  -1.6089  1.2665  0.244
H  -2.1743  -3.1396  0.9301  0.202
H  -4.7146  -3.6504  -0.0362  0.184
H  -5.2539  -2.6317  -1.3968  0.170
H  -6.1258  -0.0393  0.8654  0.194
H  -5.9531  -0.4174  -0.8671  0.162

=====

# 4
H6NO3SSi2 | the ωB97M-V functional and the def2-TZVPD basis

Calculated values
Electronic energy: -34321.7392 eV
E_HOMO: -5.33 eV
Energy above the lowest of the compared OMol25 structures with the same formula, charge and spin: 38.4 kJ/mol
LUMO: 3.7 eV
Net charge: -1
Frontier orbital gap: 9.01 eV

Each line ends with the natural charge from an NBO analysis.
Positions of all 13 atoms, in Å:
N  -0.3633  -0.1780  0.1732  -1.469
O  1.5644  -1.0292  -1.2357  -0.994
O  1.8740  -0.7933  1.1366  -0.978
O  1.5485  1.2165  -0.2354  -1.031
Si  -1.1048  -1.6879  -0.0240  1.138
Si  0.0381  1.8800  -0.0136  1.209
S  1.2082  -0.3296  -0.0194  2.493
H  -0.3572  -2.6295  0.9204  -0.190
H  -1.3414  -2.3099  -1.2200  -0.228
H  -2.5774  -1.3940  0.5882  -0.226
H  -0.7806  1.7921  -1.1776  -0.220
H  0.4013  3.4174  -0.3950  -0.311
H  -0.1099  2.0454  1.5024  -0.192